(1)
Below is a 2-piece molecular cluster, C4H11N2O overall, with properties calculated with ωB97M-V with the def2-TZVPD basis set.

Structure (ORCA input):
```
! RIJCOSX wB97M-V def2-TZVPD def2/J DEFGRID3
* xyz 1 1
C 3.924 0.675 -0.257
C -2.473 -1.206 -0.346
C -1.895 0.970 0.632
C 2.720 -0.065 -0.037
N 1.775 -0.635 0.290
N -1.479 -0.115 -0.269
O 0.733 -1.208 0.531
H 3.860 1.224 -1.196
H 4.077 1.384 0.559
H 4.780 0.001 -0.304
H -3.412 -0.844 -0.762
H -2.088 -2.008 -0.970
H -2.655 -1.599 0.651
H -2.022 0.573 1.637
H -1.136 1.750 0.657
H -2.839 1.404 0.304
H -1.319 0.255 -1.210
H -0.551 -0.556 0.090
*
```

Kohn-Sham gap	11.1	eV
total energy	-9345.332	eV
ΔE to the lowest compared entry with this formula, charge and spin	340.1	kJ/mol

---

(2)
Below is C26H28BF10MnN6O as an isolated structure, with properties calculated with ωB97M-V with the def2-TZVPD basis set.

Structure (ORCA input):
```
! RIJCOSX wB97M-V def2-TZVPD def2/J DEFGRID3
* xyz 0 5
Mn 0.000 -0.164 0.085
C -1.473 -2.746 3.862
C -1.755 -1.434 3.132
C -3.072 -0.814 3.600
C -0.624 -0.467 3.302
C -0.109 0.092 4.480
C 0.883 0.951 4.056
N 0.945 0.905 2.720
N 0.022 0.033 2.250
B 1.769 1.757 1.740
N 2.633 0.843 0.852
C 3.955 0.819 0.655
C 4.237 -0.106 -0.330
C 2.992 -0.629 -0.699
N 2.035 -0.051 0.034
C 2.669 -1.646 -1.752
C 2.915 -1.078 -3.150
C 3.460 -2.934 -1.530
N 0.819 2.544 0.817
C 0.652 3.870 0.766
C -0.284 4.155 -0.201
C -0.666 2.911 -0.717
N 0.005 1.938 -0.090
C -1.673 2.700 -1.814
C -3.069 2.434 -1.242
C -1.239 1.644 -2.822
H -2.291 -3.454 3.718
H -0.547 -3.212 3.518
H -1.366 -2.572 4.935
H -1.846 -1.618 2.060
H -3.041 -0.598 4.670
H -3.273 0.115 3.068
H -3.901 -1.498 3.416
H -0.423 -0.096 5.492
H 1.536 1.608 4.608
H 2.473 2.517 2.345
H 4.600 1.465 1.227
H 5.203 -0.363 -0.728
H 1.605 -1.871 -1.668
H 3.971 -0.835 -3.287
H 2.633 -1.804 -3.914
H 2.337 -0.167 -3.312
H 4.530 -2.747 -1.641
H 3.296 -3.336 -0.530
H 3.174 -3.692 -2.259
H 1.222 4.511 1.417
H -0.637 5.123 -0.511
H -1.710 3.657 -2.346
H -3.066 1.531 -0.635
H -3.395 3.265 -0.616
H -3.792 2.313 -2.051
H -1.094 0.677 -2.348
H -2.005 1.515 -3.588
H -0.306 1.922 -3.314
F -4.693 -3.681 -3.484
C -4.008 -2.877 -2.663
C -2.662 -2.645 -2.866
F -2.023 -3.228 -3.884
C -1.976 -1.807 -2.008
F -0.647 -1.612 -2.215
C -2.567 -1.165 -0.914
O -1.915 -0.373 -0.107
C -3.935 -1.430 -0.740
F -4.580 -0.867 0.290
C -4.638 -2.260 -1.591
F -5.937 -2.480 -1.381
F 0.179 -2.535 0.292
C -0.399 -3.681 0.664
F -1.699 -3.605 0.696
C 0.169 -4.881 -0.061
F 0.132 -4.704 -1.392
F 1.441 -5.074 0.292
F -0.544 -5.960 0.241
*
```

Kohn-Sham gap (spin up / spin down)	8.7 / 6.4	eV
expectation value of S²	6.04
total energy	-97577.216	eV
ΔE to the lowest compared entry with this formula, charge and spin	202.3	kJ/mol

---

(3)
Below is a 5-piece molecular cluster, C24H50N9O5S2 overall, with properties calculated with ωB97M-V with the def2-TZVPD basis set.

Structure (ORCA input):
```
! RIJCOSX wB97M-V def2-TZVPD def2/J DEFGRID3
* xyz 1 1
C 4.965 -4.059 0.227
C 4.622 -2.813 -0.687
C 4.460 -1.577 0.292
C 2.938 -1.437 0.728
C 2.438 0.039 0.821
C 3.435 1.067 1.526
C 4.346 0.699 2.735
N 4.376 1.927 3.597
N 5.788 0.559 2.327
N 4.013 -0.441 3.571
C 2.476 0.636 -0.676
N 1.253 0.511 -1.462
C 0.414 -0.625 -1.162
O -0.695 -0.616 -2.039
C -0.038 -0.477 0.354
S -0.567 -2.180 0.794
C -1.257 0.553 0.297
O -2.475 -0.123 0.214
C -3.407 0.312 1.205
C -4.465 -0.848 1.299
O -3.863 -1.842 2.161
C -4.200 -1.619 3.523
C -4.117 -3.014 4.265
N 0.987 0.168 1.264
S 0.649 -0.127 2.986
C 1.207 1.276 4.064
O -0.830 -0.140 3.251
O 1.128 -1.437 3.477
H 6.036 -4.023 0.521
H 4.387 -3.942 1.169
H 4.696 -5.022 -0.243
H 5.527 -2.653 -1.315
H 3.720 -2.979 -1.303
H 5.109 -1.811 1.161
H 4.857 -0.653 -0.173
H 2.380 -2.071 0.014
H 2.883 -1.981 1.696
H 2.795 1.935 1.818
H 4.132 1.514 0.779
H 5.313 2.316 3.577
H 4.204 1.692 4.570
H 6.214 -0.234 2.782
H 5.901 0.548 1.322
H 4.391 -1.317 3.220
H 4.421 -0.376 4.502
H 3.309 0.199 -1.264
H 2.685 1.734 -0.656
H 0.750 1.383 -1.621
H 0.896 -1.602 -1.386
H -0.750 0.241 -2.469
H -1.547 -2.081 1.760
H -1.115 1.313 -0.514
H -1.295 1.173 1.232
H -2.983 0.418 2.223
H -3.950 1.219 0.865
H -4.563 -1.358 0.314
H -5.442 -0.500 1.678
H -5.229 -1.229 3.665
H -3.493 -0.944 4.053
H -3.339 -2.998 5.059
H -5.082 -3.298 4.727
H -3.828 -3.816 3.556
H 0.810 1.187 1.161
H 2.076 0.900 4.625
H 0.416 1.490 4.817
H 1.369 2.217 3.508
C -6.797 1.742 -1.675
C -6.473 1.720 -0.252
N -6.216 1.703 0.867
H -7.875 1.691 -1.836
H -6.437 2.653 -2.151
H -6.348 0.902 -2.200
C -1.740 2.995 -3.339
C -0.444 3.389 -2.788
N 0.576 3.698 -2.354
H -2.562 3.498 -2.829
H -1.814 3.239 -4.399
H -1.907 1.921 -3.242
C 0.593 1.123 -6.284
C -0.655 1.869 -6.418
N -1.634 2.459 -6.524
H 0.892 1.032 -5.238
H 0.498 0.114 -6.687
H 1.408 1.614 -6.817
C -3.707 0.158 -6.132
C -4.244 0.527 -4.826
N -4.671 0.817 -3.801
H -4.502 -0.137 -6.817
H -3.170 0.990 -6.588
H -3.013 -0.680 -6.052
*
```

Kohn-Sham gap	8.5	eV
total energy	-71005.244	eV
ΔE to the lowest compared entry with this formula, charge and spin	240.1	kJ/mol

---

(4)
Below is C43H40CaN2OP2S2 as an isolated structure, with properties calculated with ωB97M-V with the def2-TZVPD basis set.

Structure (ORCA input):
```
! RIJCOSX wB97M-V def2-TZVPD def2/J DEFGRID3
* xyz 2 1
Ca 0.094 -1.244 0.363
C -1.167 1.535 3.163
C -1.658 0.071 3.105
P -2.404 -0.322 1.470
C -3.910 0.674 1.369
C -4.968 0.444 2.249
C -6.100 1.238 2.191
C -6.181 2.267 1.257
C -5.133 2.498 0.380
C -3.998 1.699 0.434
C -2.969 -2.050 1.624
C -3.983 -2.513 0.780
C -4.368 -3.843 0.808
C -3.739 -4.736 1.674
C -2.725 -4.288 2.504
C -2.336 -2.953 2.478
C 0.357 1.690 3.163
P 1.140 1.260 1.546
C 2.924 1.345 1.877
C 3.773 0.563 1.093
C 5.146 0.598 1.284
C 5.684 1.412 2.271
C 4.849 2.183 3.066
C 3.476 2.151 2.871
C 0.741 2.702 0.507
C 1.468 3.890 0.550
C 1.081 4.973 -0.225
C -0.035 4.883 -1.049
C -0.758 3.701 -1.108
C -0.365 2.615 -0.339
H -1.563 2.001 4.065
H -1.585 2.120 2.337
H -2.378 -0.139 3.899
H -0.816 -0.611 3.274
H -4.911 -0.361 2.972
H -6.922 1.058 2.871
H -7.067 2.886 1.214
H -5.199 3.295 -0.348
H -3.183 1.875 -0.258
H -4.490 -1.822 0.115
H -5.168 -4.185 0.165
H -4.055 -5.771 1.706
H -2.248 -4.970 3.198
H -1.564 -2.622 3.164
H 0.816 1.063 3.932
H 0.610 2.727 3.389
H 3.361 -0.090 0.331
H 5.793 -0.015 0.671
H 6.755 1.440 2.425
H 5.267 2.813 3.840
H 2.841 2.761 3.502
H 2.342 3.971 1.184
H 1.650 5.893 -0.184
H -0.334 5.732 -1.649
H -1.616 3.619 -1.765
H -0.927 1.687 -0.400
S 1.815 -2.420 2.173
C 1.090 -3.821 1.632
N 1.367 -5.038 2.175
C 0.814 -6.187 1.722
C -0.063 -6.140 0.687
C -0.346 -4.873 0.155
N 0.198 -3.757 0.598
H 2.027 -5.056 2.943
H 1.113 -7.096 2.227
H -0.521 -7.035 0.295
H -1.047 -4.771 -0.665
O 0.661 -0.813 -1.747
S 1.681 0.225 -2.227
C 2.769 -0.640 -3.324
C 4.100 -0.251 -3.315
C 4.983 -0.870 -4.189
C 4.526 -1.870 -5.036
C 3.190 -2.259 -5.020
C 2.296 -1.640 -4.163
C 0.783 1.278 -3.339
C -0.444 0.889 -3.852
C -1.104 1.754 -4.712
C -0.532 2.975 -5.049
C 0.699 3.348 -4.522
C 1.362 2.500 -3.649
H 4.441 0.524 -2.637
H 6.023 -0.577 -4.203
H 5.216 -2.354 -5.714
H 2.846 -3.040 -5.685
H 1.252 -1.924 -4.141
H -0.873 -0.066 -3.578
H -2.063 1.473 -5.127
H -1.049 3.641 -5.727
H 1.136 4.303 -4.780
H 2.308 2.792 -3.208
*
```

Kohn-Sham gap	7.4	eV
total energy	-108945.744	eV
ΔE to the lowest compared entry with this formula, charge and spin	0.0	kJ/mol

---

(5)
Below is a 5-piece molecular cluster, C5H20N10O5 overall, with properties calculated with ωB97M-V with the def2-TZVPD basis set.

Structure (ORCA input):
```
! RIJCOSX wB97M-V def2-TZVPD def2/J DEFGRID3
* xyz 0 1
C 4.932 -4.825 21.592
O 4.346 -5.316 22.542
N 6.124 -4.168 21.633
N 4.484 -5.053 20.304
H 6.651 -4.050 22.477
H 6.541 -3.896 20.764
H 4.895 -4.606 19.507
H 3.893 -5.856 20.191
C 7.053 -9.261 16.165
O 6.706 -10.361 16.578
N 8.342 -8.958 15.836
N 6.185 -8.211 16.052
H 9.032 -9.684 15.844
H 8.556 -8.026 15.532
H 5.232 -8.344 16.339
H 6.327 -7.556 15.301
C 7.670 -8.202 20.228
O 7.833 -8.197 21.460
N 8.137 -9.161 19.395
N 6.921 -7.230 19.645
H 8.550 -9.983 19.793
H 7.779 -9.084 18.461
H 7.190 -6.887 18.738
H 6.660 -6.571 20.362
C 10.805 -9.922 22.783
O 11.490 -8.956 22.441
N 11.397 -11.078 23.205
N 9.462 -9.895 22.850
H 10.915 -11.959 23.241
H 12.378 -11.152 23.393
H 8.996 -9.042 22.523
H 8.865 -10.660 23.099
C 9.175 -4.764 20.100
O 8.955 -5.342 19.032
N 9.637 -3.487 20.207
N 9.034 -5.340 21.311
H 9.759 -2.946 19.363
H 9.454 -2.887 20.989
H 9.469 -5.088 22.177
H 8.573 -6.242 21.371
*
```

Kohn-Sham gap	9.5	eV
total energy	-30652.828	eV
ΔE to the lowest compared entry with this formula, charge and spin	80.3	kJ/mol
SMILES string	NC(N)=O.NC(N)=O.NC(N)=O.NC(N)=O.NC(N)=O

---

(6)
Below is a 7-piece molecular cluster, C32H71B3O11 overall, with properties calculated with ωB97M-V with the def2-TZVPD basis set.

Structure (ORCA input):
```
! RIJCOSX wB97M-V def2-TZVPD def2/J DEFGRID3
* xyz 0 1
C 0.033 -1.375 -0.098
B 0.421 -0.266 -1.234
O -0.522 0.559 -1.953
B 0.097 1.889 -1.932
C -0.354 2.923 -3.098
C -1.191 4.180 -2.482
C -0.248 5.083 -1.543
O 1.050 5.213 -2.220
O 1.022 2.178 -0.851
B 2.123 1.235 -0.953
C 3.661 1.526 -0.545
C 3.903 1.510 1.073
C 5.344 0.824 1.281
O 2.788 0.776 1.616
C 2.863 0.554 3.035
C 2.636 1.841 3.953
C 1.396 1.839 4.924
C 1.088 3.009 5.906
C 2.021 4.255 5.985
C 3.247 4.292 5.004
C 3.536 3.099 4.025
O 1.833 -0.088 -1.514
H -0.889 -1.970 -0.412
H -0.104 -0.793 0.876
H 0.932 -2.102 -0.063
H 0.498 3.266 -3.778
H -1.109 2.365 -3.790
H -2.087 3.739 -1.914
H -1.624 4.849 -3.315
H -0.696 6.098 -1.274
H -0.039 4.522 -0.569
H 1.611 5.695 -1.575
H 4.101 2.498 -0.951
H 4.305 0.675 -0.994
H 3.918 2.632 1.360
H 5.554 0.854 2.420
H 6.178 1.297 0.665
H 5.197 -0.299 1.039
H 1.998 -0.172 3.289
H 3.811 0.034 3.405
H 0.664 0.956 4.941
H 0.196 2.987 6.635
H 1.870 5.131 6.706
H 3.958 5.198 5.004
H 4.452 3.185 3.350
C -3.106 1.687 0.770
C -2.728 1.420 2.219
C -2.456 2.715 2.967
O -1.566 0.594 2.261
H -2.292 2.195 0.242
H -3.288 0.747 0.241
H -4.005 2.305 0.704
H -3.535 0.873 2.714
H -1.620 3.260 2.514
H -2.174 2.509 4.003
H -3.335 3.363 2.966
H -0.846 1.072 1.824
C -5.554 1.570 -3.326
C -4.697 1.400 -4.570
C -4.594 -0.061 -4.977
O -3.391 1.916 -4.319
H -5.121 1.033 -2.476
H -5.610 2.624 -3.039
H -6.569 1.199 -3.492
H -5.123 1.981 -5.393
H -4.127 -0.655 -4.184
H -3.965 -0.169 -5.865
H -5.579 -0.482 -5.192
H -3.002 1.409 -3.592
C -5.476 5.140 5.291
C -6.030 4.403 4.082
C -7.546 4.302 4.142
O -5.470 3.093 4.028
H -5.724 4.612 6.218
H -4.385 5.195 5.241
H -5.875 6.156 5.351
H -5.733 4.922 3.167
H -7.866 3.745 5.029
H -7.930 3.760 3.274
H -8.007 5.293 4.168
H -5.727 2.624 4.834
C 3.964 -2.938 -0.735
C 4.487 -4.019 0.198
C 5.057 -5.193 -0.582
O 3.428 -4.476 1.035
H 3.157 -3.324 -1.367
H 3.547 -2.105 -0.162
H 4.759 -2.555 -1.380
H 5.259 -3.600 0.850
H 4.290 -5.656 -1.207
H 5.418 -5.968 0.100
H 5.885 -4.877 -1.222
H 2.740 -4.849 0.468
C 0.393 -3.020 -6.480
C 0.775 -3.287 -5.033
C 1.048 -1.992 -4.284
O 1.938 -4.112 -4.994
H 1.204 -2.510 -7.010
H 0.211 -3.959 -7.009
H -0.507 -2.403 -6.544
H -0.030 -3.837 -4.536
H 1.882 -1.447 -4.738
H 1.332 -2.200 -3.249
H 0.167 -1.344 -4.282
H 2.656 -3.635 -5.431
C 1.017 -7.753 0.901
C 1.876 -7.927 -0.342
C 1.982 -9.391 -0.742
O 3.182 -7.408 -0.093
H 1.452 -8.285 1.753
H 0.960 -6.698 1.183
H 0.004 -8.127 0.736
H 1.449 -7.351 -1.168
H 2.449 -9.980 0.054
H 2.611 -9.502 -1.629
H 0.997 -9.813 -0.956
H 3.569 -7.911 0.636
*
```

Kohn-Sham gap	9.4	eV
total energy	-58888.129	eV
SMILES string	CB1OB(CCCO)OB(C[C@H](C)OCc2ccccc2)O1.CC(C)O.CC(C)O.CC(C)O.CC(C)O.CC(C)O.CC(C)O

---

Q: Number 3 is which compound?
A: C24H50N9O5S2

---

Q: Which of these has the highest total energy?
A: C4H11N2O

---

Q: Which value of total energy does entry 2 give?
A: -97577.216 eV

---

Q: Number 1 is which compound?
A: C4H11N2O